No. 1
Formula: C5H13N
Source: OMol25
Level of theory: wB97M-V/def2-TZVPD

Computed properties:
frontier orbital gap: 9.64 eV
structure (SMILES): CC[C@H](C)NC
relative energy (zero: lowest compared OMol25 entry of this formula, charge and spin): 57.1 kcal per mole
DFT total energy: -252.9721 Eh

Last column: Mulliken charge in e.
Positions of all 19 atoms, in Å:
C (0.1160, -0.2019, -0.0754)  0.07
C (-1.1624, 1.0974, 0.3034)  -0.52
C (-0.0106, -1.3661, 0.8866)  -1.23
C (2.5743, -0.3478, -0.6133)  -0.78
C (-2.3738, 0.8589, -0.5634)  -1.11
N (1.2102, 0.6300, -0.0268)  -0.50
H (1.4554, 0.8337, 0.9408)  0.28
H (-0.0910, -0.5102, -1.1043)  0.31
H (-1.3640, 0.9631, 1.3653)  0.32
H (-0.7475, 2.0926, 0.1615)  0.34
H (0.6523, -2.1764, 0.5824)  0.36
H (-1.0338, -1.7400, 0.8850)  0.34
H (0.2499, -1.0597, 1.8996)  0.31
H (2.6668, 0.0414, -1.6235)  0.28
H (2.4930, -1.4364, -0.6578)  0.29
H (3.4278, -0.0911, 0.0088)  0.29
H (-3.1576, 1.5936, -0.3564)  0.36
H (-2.1072, 0.9500, -1.6173)  0.30
H (-2.7978, -0.1312, -0.3954)  0.27



No. 2
Formula: C36H28BrCrN4O
Source: OMol25
Level of theory: wB97M-V/def2-TZVPD

Computed properties:
frontier orbital gap (alpha / beta): 5.15 / 6.03 eV
expectation value of S²: 3.82
multiplicity: 4
DFT total energy: -5301.3010 Eh

Last column: Mulliken spin population.
Positions of all 71 atoms, in Å:
Cr (-0.1133, -1.0052, -1.3749)  2.09
Br (5.1918, -3.5999, 3.2541)  0.00
C (3.6333, -2.9055, 2.4168)  -0.07
C (2.6946, -2.2331, 3.1923)  0.17
C (1.5695, -1.7426, 2.5458)  -0.08
C (1.3875, -1.9182, 1.1899)  0.15
O (0.2265, -1.3676, 0.6501)  -0.02
C (2.3257, -2.5894, 0.3889)  -0.10
C (2.2459, -2.8220, -1.0141)  0.57
N (1.2450, -2.4089, -1.8347)  0.06
C (1.1725, -2.8981, -3.1118)  -0.09
C (1.9298, -3.9196, -3.6668)  0.16
C (1.7572, -4.3041, -5.0092)  -0.05
C (0.8414, -3.7059, -5.8284)  0.11
C (0.0232, -2.6771, -5.3009)  -0.02
C (-0.9546, -1.9926, -6.0514)  0.01
C (-1.7099, -1.0123, -5.4714)  -0.01
C (-1.5085, -0.7128, -4.1185)  0.03
N (-0.6040, -1.3291, -3.3833)  0.04
C (0.1790, -2.2930, -3.9523)  -0.01
C (3.4680, -3.0821, 1.0664)  0.09
H (2.8398, -2.0941, 4.2528)  0.02
H (0.8123, -1.1985, 3.0960)  0.00
H (3.0854, -3.3547, -1.4443)  0.05
H (2.6559, -4.4490, -3.0686)  0.02
H (2.3748, -5.1032, -5.4000)  0.00
H (0.7264, -4.0078, -6.8608)  0.01
H (-1.0966, -2.2547, -7.0932)  0.00
H (-2.4599, -0.4758, -6.0353)  0.00
H (-2.1073, 0.0363, -3.6150)  0.01
H (4.2202, -3.6073, 0.4924)  0.00
C (0.3773, 0.0408, 0.2283)  -0.07
C (0.5391, 0.9688, 1.1157)  0.04
C (0.6071, 1.9703, 1.9668)  -0.02
C (1.9099, 2.5022, 2.4518)  0.00
C (2.0216, 3.0970, 3.7064)  0.00
C (3.2494, 3.5511, 4.1678)  0.00
C (4.3836, 3.4193, 3.3803)  0.00
C (4.2818, 2.8251, 2.1282)  0.00
C (3.0565, 2.3723, 1.6696)  0.00
C (-0.6785, 2.5867, 2.4290)  0.00
C (-1.7905, 1.7904, 2.6849)  0.00
C (-3.0047, 2.3579, 3.0446)  0.00
C (-3.1269, 3.7363, 3.1513)  0.00
C (-2.0234, 4.5417, 2.8962)  0.00
C (-0.8100, 3.9706, 2.5437)  0.00
H (1.1431, 3.1945, 4.3314)  0.00
H (3.3210, 4.0046, 5.1483)  0.00
H (5.3409, 3.7750, 3.7386)  0.00
H (5.1627, 2.7156, 1.5086)  0.00
H (2.9697, 1.9021, 0.6975)  0.00
H (-1.6924, 0.7146, 2.5915)  0.00
H (-3.8589, 1.7229, 3.2452)  0.00
H (-4.0717, 4.1815, 3.4351)  0.00
H (-2.1080, 5.6182, 2.9724)  0.00
H (0.0485, 4.5999, 2.3439)  0.00
C (-5.3249, -1.0138, 0.4871)  0.00
C (-4.1215, -0.3681, -0.1080)  0.01
C (-3.8314, 0.9512, -0.3659)  0.00
C (-2.5201, 0.9666, -0.8829)  -0.02
N (-2.0453, -0.2704, -0.9452)  -0.07
N (-3.0300, -1.0666, -0.4797)  -0.01
C (-1.7017, 2.1402, -1.3043)  0.01
H (-6.1379, -0.2934, 0.5376)  0.00
H (-5.1203, -1.3698, 1.4983)  0.00
H (-5.6610, -1.8660, -0.1051)  0.00
H (-4.4644, 1.8018, -0.1799)  0.00
H (-2.8742, -2.0579, -0.4140)  0.00
H (-2.3320, 3.0244, -1.3856)  0.00
H (-1.2182, 1.9564, -2.2654)  0.00
H (-0.9160, 2.3339, -0.5747)  0.01



No. 3
Formula: C9H10N2O
Source: OMol25
Level of theory: wB97M-V/def2-TZVPD

Computed properties:
frontier orbital gap: 8.46 eV
relative energy (zero: lowest compared OMol25 entry of this formula, charge and spin): 148.7 kcal per mole
DFT total energy: -533.5074 Eh

Last column: Mulliken charge in e.
Positions of all 22 atoms, in Å:
C (-1.5162, -0.4139, -0.2074)  0.31
C (-2.5210, 0.0795, 0.8012)  -0.74
C (-1.8935, 0.4628, 1.9475)  -0.35
C (-0.6153, 0.8550, 1.8997)  -0.29
C (0.2626, 0.6396, 0.8907)  0.29
C (1.7536, 1.1195, 0.7322)  -0.23
C (2.1706, -0.2394, -1.2006)  -0.67
C (0.6961, -0.4141, -1.2989)  -0.89
C (-0.1313, -0.1692, -0.0348)  0.95
H (-1.1701, -2.2940, -1.2434)  0.34
H (-2.9718, -1.5243, -1.5493)  0.26
H (-3.6556, -0.0881, 0.8723)  0.24
H (-2.6207, 0.5891, 2.8318)  0.26
H (-0.1858, 1.0641, 2.8843)  0.33
H (3.3763, 1.2333, -0.4777)  0.27
H (2.5987, -1.3873, -0.9885)  0.16
H (2.8089, 0.1800, -2.1771)  0.33
H (0.3081, -1.2442, -1.9089)  0.45
H (0.5687, 0.3145, -1.9529)  0.36
N (-1.8925, -1.1886, -1.4104)  -0.66
N (2.4504, 0.9067, -0.3799)  -0.10
O (2.1797, 1.5189, 1.9701)  -0.65



No. 4
Formula: C39H35AsI2N2O7PS2V
Source: OMol25
Level of theory: wB97M-V/def2-TZVPD

Computed properties:
frontier orbital gap (alpha / beta): 6.08 / 6.49 eV
expectation value of S²: 0.77
relative energy (zero: lowest compared OMol25 entry of this formula, charge and spin): 65.2 kcal per mole
multiplicity: 2
DFT total energy: -7056.4036 Eh
net charge: -1

Last column: Mulliken spin population.
Positions of all 90 atoms, in Å:
V (0.6108, -0.8082, 0.2780)  1.19
O (-4.4595, -1.2209, 2.4306)  0.00
C (-4.2637, -2.3128, 1.6768)  0.00
C (-5.3240, -3.2086, 1.5338)  0.00
C (-5.1895, -4.3350, 0.7444)  0.00
C (-3.9899, -4.6026, 0.0841)  0.00
C (-2.9297, -3.7246, 0.2337)  0.00
C (-3.0484, -2.5782, 1.0220)  0.00
C (-1.9196, -1.6431, 1.1082)  0.00
O (-0.7899, -1.9674, 0.4581)  -0.07
N (-2.0093, -0.5469, 1.7460)  0.00
N (-0.7740, 0.1330, 1.7775)  -0.01
C (-0.8975, 1.3076, 2.3388)  0.02
C (0.0750, 2.0612, 3.0235)  -0.03
C (-0.2412, 3.4328, 3.2705)  0.00
C (0.5704, 4.2437, 3.9942)  0.00
C (1.7474, 3.6879, 4.5704)  0.00
C (2.0620, 2.3752, 4.4113)  0.00
C (1.2827, 1.4807, 3.5844)  0.00
O (1.6304, 0.2837, 3.4110)  0.00
H (-3.6322, -0.6831, 2.3956)  0.00
H (-6.2498, -2.9880, 2.0514)  0.00
H (-6.0306, -5.0111, 0.6361)  0.00
H (-3.8886, -5.4805, -0.5407)  0.00
H (-1.9869, -3.9010, -0.2696)  0.00
H (-1.9125, 1.7061, 2.3635)  0.00
H (-1.1477, 3.8313, 2.8207)  0.00
H (0.3383, 5.2919, 4.1287)  0.00
H (2.4143, 4.3311, 5.1339)  0.00
H (2.9582, 1.9637, 4.8602)  0.00
C (-5.1939, 0.6463, -0.8455)  0.00
C (-4.5231, -0.5073, -1.2291)  0.00
C (-3.1458, -0.4883, -1.3884)  0.00
C (-2.4080, 0.6778, -1.1742)  0.00
C (-3.0914, 1.8249, -0.7736)  0.00
C (-4.4742, 1.8097, -0.6145)  0.00
P (-0.5622, 0.6039, -1.3854)  -0.03
C (-0.1748, 2.3121, -1.8712)  0.00
C (0.3068, 2.6212, -3.1375)  0.00
C (0.7419, 3.9087, -3.4209)  0.00
C (0.6911, 4.8962, -2.4494)  0.00
C (0.2119, 4.5940, -1.1826)  0.00
C (-0.2076, 3.3062, -0.8955)  0.00
C (-0.5206, -0.4724, -2.8595)  0.01
C (-1.1536, -0.1953, -4.0367)  0.00
C (-1.0247, -1.0806, -5.1307)  0.00
C (-0.2594, -2.2053, -5.0186)  0.00
C (0.3930, -2.5295, -3.8025)  -0.01
C (1.2185, -3.6805, -3.6681)  0.01
C (1.8112, -3.9530, -2.4765)  -0.01
C (1.5974, -3.1156, -1.3460)  0.02
C (0.8398, -1.9789, -1.4278)  -0.08
C (0.2333, -1.6694, -2.6938)  -0.02
H (-6.2714, 0.6374, -0.7293)  0.00
H (-5.0687, -1.4277, -1.4028)  0.00
H (-2.6384, -1.3945, -1.6959)  0.00
H (-2.5565, 2.7486, -0.6069)  0.00
H (-4.9850, 2.7168, -0.3121)  0.00
H (0.3941, 1.8473, -3.8865)  0.00
H (1.1459, 4.1298, -4.4005)  0.00
H (1.0594, 5.8918, -2.6646)  0.00
H (0.2155, 5.3430, -0.4011)  0.00
H (-0.4985, 3.0640, 0.1191)  0.00
H (-1.7666, 0.6942, -4.1322)  0.00
H (-1.5191, -0.8494, -6.0661)  0.00
H (-0.1392, -2.8726, -5.8660)  0.00
H (1.3805, -4.3177, -4.5309)  0.00
H (2.4616, -4.8151, -2.3799)  0.00
H (2.0613, -3.4001, -0.4100)  0.00
I (3.6035, 3.9330, 0.8981)  0.01
I (4.9964, 6.5032, 1.7031)  0.01
O (4.0603, -0.1658, -0.6919)  0.00
S (3.2150, 0.9045, -1.2531)  -0.01
O (1.9855, 0.3527, -1.8956)  0.00
O (3.9451, 1.8492, -2.0539)  0.00
S (2.2973, 1.8428, 0.3968)  -0.01
C (4.8012, 0.3100, 2.1107)  0.00
As (3.6557, -1.1527, 1.7806)  0.01
C (3.3954, -1.9524, 3.4859)  0.00
C (4.6577, -2.5615, 0.9792)  0.00
O (2.1262, -1.1518, 0.9831)  0.00
H (5.5846, -0.1314, 2.7291)  0.00
H (4.2735, 1.0857, 2.6541)  0.00
H (5.2049, 0.6801, 1.1760)  0.00
H (4.3909, -2.1530, 3.8796)  0.00
H (2.8507, -2.8870, 3.3716)  0.00
H (2.8478, -1.2730, 4.1331)  0.00
H (5.6328, -2.5936, 1.4611)  0.00
H (4.7620, -2.3836, -0.0886)  0.00
H (4.1279, -3.4936, 1.1578)  0.00



No. 5
Formula: C2H4ClPS
Source: OMol25
Level of theory: wB97M-V/def2-TZVPD

Computed properties:
frontier orbital gap (alpha / beta): 5.27 / 6.73 eV
expectation value of S²: 2.01
relative energy (zero: lowest compared OMol25 entry of this formula, charge and spin): 76.3 kcal per mole
multiplicity: 3
DFT total energy: -1278.0301 Eh

Last column: Mulliken spin population.
Positions of all 9 atoms, in Å:
C (2.5556, 1.0409, -0.4094)  -0.01
C (3.6000, 0.5824, -0.0359)  0.04
P (-0.8006, -0.0301, -0.1501)  0.56
S (-1.5354, 1.7051, 0.2762)  1.12
Cl (5.0500, -0.0295, 0.2237)  0.00
H (1.5202, 1.4348, -0.6761)  -0.01
H (0.5169, -0.2281, -0.5242)  -0.02
H (-1.2396, -0.9497, 0.6764)  -0.01
H (-1.1640, -0.6990, -1.4688)  0.33



No. 6
Formula: CH3NS2
Source: OMol25
Level of theory: wB97M-V/def2-TZVPD

Computed properties:
frontier orbital gap (alpha / beta): 6.42 / 6.41 eV
relative energy (zero: lowest compared OMol25 entry of this formula, charge and spin): 70.5 kcal per mole
DFT total energy: -890.9159 Eh

Last column: Mulliken charge in e.
Positions of all 7 atoms, in Å:
C (0.5662, -0.5940, -0.7539)  0.09
N (0.0165, -0.1497, 0.3204)  -0.38
S (1.5829, -1.8697, -0.5611)  -0.34
S (-1.0791, 1.9086, 0.3523)  -0.08
H (0.3744, -0.0415, -1.6256)  0.29
H (0.5003, -0.3557, 1.1075)  0.21
H (-1.9612, 1.1020, 1.1604)  0.21



No. 7
Formula: C35H36As2B2CrF4N5O4S
Source: OMol25
Level of theory: wB97M-V/def2-TZVPD

Computed properties:
frontier orbital gap (alpha / beta): 6.75 / 5.83 eV
expectation value of S²: 6.03
relative energy (zero: lowest compared OMol25 entry of this formula, charge and spin): 209.4 kcal per mole
multiplicity: 5
DFT total energy: -8293.1252 Eh
net charge: +1

Last column: Mulliken spin population.
Positions of all 90 atoms, in Å:
Cr (0.8516, -1.4010, 0.8891)  3.79
C (-0.6267, -4.6790, -1.4567)  0.00
C (-0.3992, -3.4785, -0.6149)  0.07
N (0.7215, -2.8714, -0.4999)  -0.10
O (1.8222, -3.3657, -1.0801)  0.01
B (2.7163, -2.3762, -1.8027)  0.01
F (2.0959, -1.9144, -2.9345)  0.00
F (3.8828, -3.0541, -2.0156)  0.00
O (3.0623, -1.0792, -1.0129)  0.02
N (2.7154, -0.8936, 0.2987)  -0.15
C (3.1547, 0.4095, 0.7989)  0.05
C (4.4639, 0.9243, 0.3046)  0.00
C (2.4043, 0.9997, 1.7282)  0.06
N (1.1898, 0.3298, 2.2296)  -0.01
O (1.5757, -0.2556, 3.4168)  0.05
B (-0.7928, -1.0132, 3.9085)  -0.10
F (-1.8904, -0.8978, 4.7946)  0.00
F (0.6142, -2.8118, 2.6891)  0.01
O (-1.9710, -1.0723, 1.5725)  0.01
N (-1.1154, -1.8643, 0.8764)  -0.13
C (-1.5194, -2.8334, 0.1602)  0.09
C (-2.9304, -3.2789, 0.0382)  -0.01
C (2.8070, 2.1663, 2.5726)  0.00
H (0.2155, -4.8300, -2.1254)  0.00
H (-1.5444, -4.5653, -2.0345)  0.00
H (-0.7374, -5.5647, -0.8255)  0.00
H (4.6594, 0.5411, -0.6924)  0.00
H (5.2712, 0.5967, 0.9646)  0.00
H (4.4713, 2.0121, 0.2753)  0.00
H (-3.5328, -2.8634, 0.8426)  0.00
H (-2.9845, -4.3670, 0.0625)  0.00
H (-3.3450, -2.9503, -0.9190)  0.00
H (3.4576, 2.8342, 2.0112)  0.00
H (3.3541, 1.8092, 3.4470)  0.00
H (1.9443, 2.7304, 2.9113)  0.00
C (0.5475, 2.2238, -0.9154)  0.06
C (0.5380, 1.3570, -2.1846)  -0.02
As (-0.7261, -0.1474, -2.2015)  0.05
C (-2.4079, 0.8405, -2.2311)  0.01
C (-3.4590, 0.3862, -1.4410)  0.01
C (-4.6756, 1.0555, -1.4252)  0.00
C (-4.8445, 2.1969, -2.1949)  0.00
C (-3.8017, 2.6571, -2.9896)  0.00
C (-2.5924, 1.9770, -3.0130)  0.00
C (-0.6660, -0.5798, -4.1000)  0.00
C (-1.8264, -1.0550, -4.7055)  0.00
C (-1.8267, -1.3983, -6.0495)  0.00
C (-0.6671, -1.2644, -6.7999)  0.00
C (0.4900, -0.7897, -6.2010)  0.00
C (0.4945, -0.4521, -4.8543)  0.00
As (-0.8093, 1.8988, 0.4807)  0.00
C (-0.0467, 0.4613, 1.7731)  0.02
C (0.5408, -0.3225, 4.5201)  0.01
C (1.0896, -1.3985, 5.4120)  0.01
C (0.6543, -2.6076, 5.0600)  0.00
C (-0.2594, -2.5632, 3.8717)  0.02
C (-1.1830, -0.2723, 2.5179)  0.02
C (-0.3471, 3.3581, 1.6933)  0.00
C (0.5928, 4.3444, 1.3982)  0.00
C (0.8113, 5.3898, 2.2842)  0.00
C (0.1087, 5.4513, 3.4797)  0.01
C (-0.8340, 4.4782, 3.7791)  0.00
C (-1.0730, 3.4473, 2.8815)  0.01
H (0.3327, 3.2592, -1.1864)  0.00
H (1.5283, 2.2284, -0.4482)  -0.01
H (1.5231, 0.9132, -2.3317)  0.00
H (0.3336, 1.9710, -3.0597)  0.00
H (-3.3235, -0.4837, -0.8079)  0.00
H (-5.4878, 0.6921, -0.8079)  0.00
H (-5.7881, 2.7272, -2.1809)  0.00
H (-3.9362, 3.5406, -3.6009)  0.00
H (-1.8002, 2.3285, -3.6648)  0.00
H (-2.7460, -1.1408, -4.1374)  0.00
H (-2.7361, -1.7623, -6.5113)  0.00
H (-0.6663, -1.5270, -7.8501)  0.00
H (1.3991, -0.6881, -6.7801)  0.00
H (1.4162, -0.1093, -4.4041)  0.00
H (0.5152, 0.6803, 4.9515)  0.00
H (1.7825, -1.2079, 6.2224)  0.00
H (0.9497, -3.5258, 5.5543)  0.00
H (-0.9895, -3.3688, 3.8229)  0.00
H (-1.9042, 0.5104, 2.7667)  0.05
H (1.1686, 4.3090, 0.4833)  0.00
H (1.5354, 6.1571, 2.0400)  0.00
H (0.2863, 6.2646, 4.1720)  0.00
H (-1.3993, 4.5289, 4.7008)  0.00
H (-1.8433, 2.7217, 3.1153)  0.00
S (4.8741, -4.0406, 1.0080)  0.03
C (3.9394, -2.8257, 1.0656)  0.02
N (3.1533, -1.8966, 1.2451)  0.04



No. 8
Formula: C9H12N4O2
Source: OMol25
Level of theory: wB97M-V/def2-TZVPD

Computed properties:
frontier orbital gap (alpha / beta): 8.50 / 5.15 eV
relative energy (zero: lowest compared OMol25 entry of this formula, charge and spin): 92.0 kcal per mole
DFT total energy: -719.4941 Eh

Last column: Mulliken charge in e.
Positions of all 27 atoms, in Å:
C (-3.4046, 0.3450, 0.6497)  -0.14
C (-2.4185, 0.8317, 1.4886)  -1.26
C (-3.1370, -0.3159, -0.5465)  -0.92
C (-0.8320, -0.0007, -0.2381)  0.07
C (-1.1395, 0.6516, 1.0203)  0.73
C (-1.7892, -0.6571, -0.9533)  0.61
C (0.8128, -1.8769, 0.5024)  0.77
C (0.5837, -0.3332, -0.2487)  0.05
C (3.5507, 1.8199, -0.2428)  -0.66
N (0.0620, 1.0092, 1.5451)  -0.23
N (1.1530, 0.5991, 0.7249)  -0.22
N (-1.6207, -1.5699, -1.9469)  -0.46
N (3.7998, 0.7646, -1.0736)  -0.41
O (1.3836, -1.7891, 1.5484)  -0.63
O (0.3439, -2.7261, -0.2283)  -0.64
H (-4.4976, 0.4274, 0.9478)  0.28
H (-2.7825, 1.2055, 2.4674)  0.31
H (-3.9580, -0.8137, -1.0479)  0.23
H (0.9436, -0.4127, -1.3001)  0.28
H (4.2477, 2.0578, 0.5604)  0.32
H (2.8024, 2.5695, -0.3835)  0.31
H (-0.0061, 1.3631, 2.4439)  0.18
H (-2.5045, -2.0475, -2.3329)  0.24
H (-0.7400, -2.0520, -2.0023)  0.24
H (3.7277, -0.1431, -0.6074)  0.26
H (3.5300, 0.9735, -2.0143)  0.25
H (1.8892, 0.1200, 1.2677)  0.44